Record 1
# CH7NS2

A 2-piece molecular cluster, CH7NS2 overall (wB97M-V/def2-TZVPD, the OMol25 dataset).

Structure (ORCA input):
```
! RIJCOSX wB97M-V def2-TZVPD def2/J DEFGRID3
* xyz 0 1
C 3.4393 1.6768 -1.3999
N 2.3838 0.6895 -1.3082
H 3.0352 2.6682 -1.6254
H 4.1433 1.4537 -2.1940
H 4.0160 1.7425 -0.4806
H 2.3645 0.0766 -0.5097
H 2.3060 0.1323 -2.1441
S -1.5208 -1.1009 1.5924
S -1.6973 -0.1386 -0.2370
H -0.1914 -1.2735 1.5571
H -1.5642 1.1084 0.2212
*
```

Summary:
* max |F|: 0.688 eV Å⁻¹
* SMILES: CN.SS
* HOMO: -9.016 eV
* HOMO-LUMO gap: 9.42 eV
* total energy: -893.39817 a.u.
* ΔE to the lowest compared entry with this formula, charge and spin: 14.1 kcal/mol
* lowest unoccupied orbital energy: 0.4 eV

***

Record 2
# C23H32N3O7P2RhSi

C23H32N3O7P2RhSi as an isolated structure (wB97M-V/def2-TZVPD, the OMol25 dataset).

Structure (ORCA input):
```
! RIJCOSX wB97M-V def2-TZVPD def2/J DEFGRID3
* xyz 0 5
Rh 1.0793 1.2051 0.7932
C -0.8592 1.6166 -1.8248
Si -1.9842 0.0416 0.1304
C -1.2513 -2.0763 -0.3002
N 0.0988 -2.2075 -0.1329
C 0.6798 -2.2476 1.2084
C 2.0290 -2.9892 1.1956
C 2.2147 -3.7724 -0.0993
C 2.1718 -2.8358 -1.3055
C 1.0294 -1.8071 -1.1787
C -1.5330 -0.0084 1.8672
C -1.8456 -1.0678 2.7334
C -1.3888 -1.1326 4.0311
C -0.6015 -0.0451 4.5522
C -0.2823 1.0048 3.7556
C -0.6621 1.0655 2.3735
C -3.5968 -0.4819 -0.6479
C -3.7615 -0.6125 -2.0254
C -4.9909 -0.9635 -2.5681
C -6.0738 -1.1989 -1.7325
C -5.9245 -1.0826 -0.3587
C -4.6947 -0.7219 0.1801
H 0.1174 2.0542 -2.0327
H -1.3412 1.3387 -2.7648
H -1.5876 -2.2223 -1.3239
H -1.8365 -2.6026 0.4490
H -0.0371 -2.7158 1.8793
H 0.7978 -1.2088 1.5639
H 2.0763 -3.6593 2.0538
H 2.8487 -2.2735 1.3174
H 1.4151 -4.5130 -0.1851
H 3.1550 -4.3251 -0.0860
H 2.0581 -3.4148 -2.2227
H 3.1195 -2.2980 -1.3887
H 0.4730 -1.7007 -2.1071
H 1.4142 -0.8144 -0.9183
H -2.4702 -1.8853 2.3812
H -1.6725 -1.9586 4.6693
H -0.2728 -0.0648 5.5836
H 0.2779 1.8379 4.1671
H -0.7698 2.0641 1.9456
H -2.9211 -0.4534 -2.6945
H -5.1014 -1.0573 -3.6411
H -7.0324 -1.4750 -2.1530
H -6.7664 -1.2685 0.2959
H -4.5917 -0.6146 1.2545
O 0.3008 5.9349 0.0704
P 0.4060 4.4032 -0.3659
O 0.8734 4.2768 -1.7555
O 0.9575 3.5857 0.7561
O -1.2616 4.0439 -0.3914
P -1.9388 2.7695 -0.9517
O -2.9840 3.2517 -2.0392
O -2.5491 1.9014 0.1245
O -0.7293 0.5067 -0.9432
H 0.2476 6.0075 1.0274
H -3.6807 3.8230 -1.6990
C 6.3174 0.1880 -1.1913
N 5.0847 0.8981 -0.8935
C 4.8428 2.2416 -1.0721
C 3.5636 2.4575 -0.6614
N 3.0204 1.2633 -0.2326
C 3.9598 0.3600 -0.3900
H 7.0593 0.9092 -1.5232
H 6.1603 -0.5421 -1.9838
H 6.6927 -0.3138 -0.3012
H 5.5885 2.9045 -1.4719
H 2.9915 3.3665 -0.6516
H 3.8722 -0.6883 -0.1491
*
```

Summary:
* max |F|: 0.722 eV Å⁻¹
* HOMO (alpha / beta): -4.016 / -7.386 eV
* HOMO-LUMO gap (alpha / beta): 4.42 / 6.64 eV
* ⟨S²⟩: 6.02
* total energy: -2669.48873 a.u.
* ΔE to the lowest compared entry with this formula, charge and spin: 52.9 kcal/mol
* lowest unoccupied orbital energy (alpha / beta): 0.4 / -0.7 eV